[1]
DFT (ωB97M-V/def2-TZVPD) results for a 2-piece molecular cluster, C4H10N3O2 overall at a distorted geometry.

```
! wB97M-V def2-TZVPD RIJCOSX def2/J DEFGRID3
* xyz 1 1
C 0.101 -2.115 -0.483
C 0.262 1.202 -1.032
C 0.469 1.243 0.427
C -0.667 -1.852 0.667
N 0.207 2.381 -1.898
N -1.534 -1.137 1.309
N 0.970 0.074 1.107
O 0.057 -2.833 0.756
O -0.807 0.948 -0.098
H -0.225 -2.625 -1.264
H 0.924 -1.446 -0.648
H 0.616 0.214 -1.551
H 0.644 2.125 0.953
H 0.300 2.206 -2.837
H -0.543 2.919 -1.606
H -1.641 -1.309 2.297
H -1.880 -0.389 0.792
H 1.967 -0.020 1.072
H 0.781 0.412 2.039
*
```

The relative energy (zero: lowest compared OMol25 entry of this formula, charge and spin) is 99.6 kcal/mol. The calculation puts the HOMO-LUMO gap at 0.3628 hartree.

***

[2]
DFT (ωB97M-V/def2-TZVPD) results for C37H32ClN4O7Os as an isolated structure.

```
! wB97M-V def2-TZVPD RIJCOSX def2/J DEFGRID3
* xyz 1 1
Os 0.517 0.027 0.179
C 0.793 -0.676 4.408
C 0.584 0.601 4.912
C 0.408 1.674 4.052
C 0.453 1.473 2.678
C 0.656 0.184 2.163
C 0.809 -0.891 3.038
C 0.310 2.543 1.684
C 0.059 3.887 2.023
C -0.037 4.818 1.036
C 0.157 4.441 -0.308
C 0.112 5.379 -1.363
C 0.349 4.985 -2.646
C 0.649 3.635 -2.919
C 0.682 2.702 -1.922
C 0.420 3.083 -0.589
N 0.451 2.154 0.424
H 0.931 -1.509 5.086
H 0.554 0.761 5.981
H 0.241 2.659 4.467
H 0.955 -1.893 2.656
H -0.068 4.163 3.058
H -0.246 5.855 1.268
H -0.106 6.413 -1.127
H 0.317 5.700 -3.456
H 0.855 3.335 -3.938
H 0.918 1.674 -2.149
C 0.884 -7.208 2.794
O 1.071 -6.140 1.872
C 2.097 -6.244 0.993
C 3.014 -7.283 0.950
C 4.015 -7.282 -0.016
C 4.095 -6.266 -0.951
C 3.166 -5.233 -0.923
C 2.189 -5.203 0.058
N 1.210 -4.182 0.130
C 1.423 -2.854 0.046
N 2.698 -2.437 0.127
C 3.228 -1.173 -0.079
C 2.479 0.018 -0.111
C 3.229 1.216 -0.288
C 4.589 1.213 -0.420
C 5.312 0.011 -0.376
C 4.639 -1.171 -0.204
O 5.211 -2.402 -0.139
C 6.631 -2.479 -0.193
N 0.422 -1.995 -0.065
C -0.867 -2.595 -0.291
C -1.801 -2.666 0.735
C -3.028 -3.272 0.522
C -3.318 -3.818 -0.721
C -2.383 -3.764 -1.743
C -1.155 -3.154 -1.537
O -0.209 -3.217 -2.526
C 0.045 -2.010 -3.242
H 0.004 -6.950 3.376
H 1.744 -7.307 3.459
H 0.711 -8.150 2.270
H 2.960 -8.093 1.663
H 4.727 -8.096 -0.038
H 4.856 -6.283 -1.718
H 3.189 -4.458 -1.680
H 0.269 -4.470 0.354
H 3.397 -3.162 0.241
H 2.715 2.162 -0.326
H 5.123 2.144 -0.558
H 6.387 0.024 -0.481
H 6.877 -3.531 -0.088
H 7.081 -1.913 0.625
H 7.004 -2.110 -1.150
H -1.556 -2.230 1.696
H -3.754 -3.316 1.323
H -4.275 -4.291 -0.897
H -2.583 -4.197 -2.714
H 0.584 -2.300 -4.140
H 0.661 -1.320 -2.660
H -0.888 -1.515 -3.515
O -1.763 0.256 0.737
Cl -2.187 0.569 -0.639
O -3.227 -0.267 -1.076
O -2.463 1.944 -0.787
O -0.922 0.229 -1.409
*
```

The calculation puts the HOMO-LUMO gap (alpha / beta) at 0.2328 / 0.2266 hartree.

***

[3]
DFT (ωB97M-V/def2-TZVPD) results for a 3-piece molecular cluster, C27H51BrF10IN8O3P2 overall at a distorted geometry.

```
! wB97M-V def2-TZVPD RIJCOSX def2/J DEFGRID3
* xyz 1 1
C -1.733 0.918 2.490
C -1.170 -0.519 3.044
I -1.154 -0.410 5.217
C -2.049 -1.764 2.448
N -1.216 -2.863 1.871
C -0.485 -2.922 0.583
C -0.561 -1.701 -0.446
F 0.237 -1.863 -1.615
F -0.227 -0.430 0.117
C -2.116 -1.633 -0.969
F -2.580 -0.299 -1.155
F -2.129 -2.319 -2.244
C 0.259 -4.300 0.438
C 1.143 -4.812 -0.795
F 0.460 -4.625 -2.053
F 1.417 -6.233 -0.740
C 2.599 -4.091 -0.773
F 2.784 -3.130 -1.793
F 3.604 -5.105 -0.969
F 2.785 -3.430 0.486
N -0.046 -5.018 1.698
C 0.431 -6.378 2.140
C 2.064 -6.458 2.243
C 2.567 -7.142 3.613
F 4.026 -7.074 3.704
C -0.928 -4.165 2.497
C -1.551 -4.555 3.918
C -0.731 -4.008 5.185
O 0.498 -3.774 5.220
Br -1.818 -3.736 6.857
H -2.734 0.822 1.935
H -0.929 1.388 1.798
H -1.823 1.626 3.396
H -0.100 -0.682 2.627
H -2.780 -1.320 1.664
H -2.724 -2.107 3.325
H -2.783 -2.233 -0.258
H 0.052 -6.592 3.206
H 0.055 -7.230 1.468
H 2.568 -5.441 2.035
H 2.396 -7.179 1.394
H 2.103 -6.650 4.538
H 2.325 -8.276 3.662
H -2.635 -4.140 3.953
H -1.685 -5.709 3.958
O 6.947 2.735 -1.405
P 6.350 1.476 -2.065
N 7.412 1.584 -3.408
C 7.137 1.409 -4.818
C 8.736 1.029 -3.122
N 4.814 2.295 -2.332
C 4.428 2.915 -3.600
C 4.502 3.325 -1.311
N 5.658 -0.019 -2.747
C 4.600 -0.197 -3.730
C 5.257 -0.844 -1.583
H 7.039 0.351 -5.097
H 7.949 1.820 -5.428
H 6.255 1.951 -5.150
H 8.695 -0.066 -3.055
H 9.123 1.416 -2.174
H 9.467 1.302 -3.888
H 5.126 3.702 -3.905
H 3.428 3.355 -3.519
H 4.322 2.207 -4.414
H 5.046 4.257 -1.504
H 4.751 2.981 -0.304
H 3.433 3.566 -1.309
H 3.626 0.167 -3.382
H 4.485 -1.264 -3.954
H 4.823 0.245 -4.698
H 4.407 -0.389 -1.059
H 6.089 -0.928 -0.873
H 4.984 -1.862 -1.872
O -3.612 3.268 1.065
P -4.722 4.249 0.638
N -5.800 3.671 1.842
C -7.214 3.373 1.750
C -5.536 4.255 3.159
N -4.913 3.428 -0.908
C -5.948 2.431 -1.180
C -3.665 2.806 -1.410
N -5.942 5.449 0.139
C -7.063 5.314 -0.781
C -5.178 6.627 -0.339
H -7.834 4.278 1.759
H -7.539 2.760 2.597
H -7.465 2.774 0.877
H -5.837 5.309 3.187
H -4.470 4.196 3.403
H -6.064 3.722 3.955
H -5.881 1.569 -0.506
H -5.864 2.069 -2.211
H -6.955 2.830 -1.139
H -3.466 1.850 -0.912
H -2.802 3.460 -1.260
H -3.728 2.607 -2.485
H -6.749 5.113 -1.811
H -7.637 6.248 -0.794
H -7.793 4.569 -0.476
H -4.654 6.396 -1.274
H -4.428 6.921 0.406
H -5.819 7.496 -0.505
*
```

The calculation puts the HOMO-LUMO gap at 0.1791 hartree.

***

[4]
DFT (ωB97M-V/def2-TZVPD) results for a 2-piece molecular cluster, CH2NO3P overall at a distorted geometry.

```
! wB97M-V def2-TZVPD RIJCOSX def2/J DEFGRID3
* xyz -2 1
C 1.140 0.832 0.102
N 2.137 1.401 0.027
O -0.175 -0.196 -1.922
O -1.157 -0.810 0.242
O -1.344 1.514 -0.585
P -0.474 0.303 -0.583
H 0.471 -1.704 1.829
H -0.598 -1.340 0.889
*
```

The relative energy (zero: lowest compared OMol25 entry of this formula, charge and spin) is 25.4 kcal/mol. The calculation puts the HOMO-LUMO gap at 0.2398 hartree.

***

[5]
DFT (ωB97M-V/def2-TZVPD) results for C22H15Cl2N5O3S3Ti as an isolated structure at a distorted geometry.

```
! wB97M-V def2-TZVPD RIJCOSX def2/J DEFGRID3
* xyz 2 1
Ti -0.081 0.125 0.420
Cl 1.376 3.754 6.478
C 0.869 3.001 4.977
C 0.685 3.906 3.905
C 0.261 3.466 2.675
Cl 0.055 4.527 1.344
C -0.015 2.103 2.455
O -0.444 1.674 1.315
C 0.162 1.216 3.550
C -0.139 -0.158 3.353
O -0.290 -0.727 2.242
C 0.609 1.658 4.821
H 0.871 4.971 4.088
H -0.385 -0.700 4.272
H 0.694 1.060 5.727
S 2.903 -3.685 -5.383
N 2.307 -4.213 -3.999
C 1.750 -3.193 -3.413
C 1.080 -3.245 -2.128
C 0.932 -4.389 -1.342
C 0.435 -4.338 -0.100
C 0.057 -3.111 0.422
N 0.070 -1.985 -0.279
C 0.626 -2.061 -1.536
C 0.784 -0.774 -2.282
N 0.236 0.310 -1.740
C 0.309 1.460 -2.391
C 0.783 1.585 -3.687
C 1.335 0.465 -4.273
C 1.353 -0.732 -3.578
C 1.922 -1.948 -4.093
N 2.590 -2.097 -5.265
H 1.380 -5.258 -1.786
H 0.446 -5.245 0.528
H -0.270 -3.024 1.466
H -0.035 2.394 -1.865
H 0.728 2.509 -4.220
H 1.741 0.560 -5.251
S 4.400 0.749 0.969
C 2.924 0.460 0.712
N 1.763 0.301 0.488
C -4.300 0.503 -1.002
S -3.344 0.032 0.393
C -3.502 1.382 1.632
O -1.935 0.089 -0.242
H -4.046 1.529 -1.342
H -5.313 0.350 -0.812
H -3.906 -0.157 -1.774
H -4.493 1.381 2.024
H -3.218 2.360 1.130
H -2.724 1.159 2.396
*
```

The relative energy (zero: lowest compared OMol25 entry of this formula, charge and spin) is 13.1 kcal/mol. The calculation puts the HOMO-LUMO gap at 0.2542 hartree.

***

[6]
DFT (ωB97M-V/def2-TZVPD) results for an isolated ion of composition C9H14N3O2 and charge +1 at a distorted geometry.

```
! wB97M-V def2-TZVPD RIJCOSX def2/J DEFGRID3
* xyz 1 1
N 3.781 -0.050 0.537
C 2.568 0.498 0.064
O 2.426 1.681 -0.213
C 1.531 -0.493 0.023
C 0.185 0.070 -0.887
O -0.208 1.220 -1.353
C -0.470 2.380 -0.560
C -1.076 1.998 0.794
C -2.191 0.895 0.680
C -1.720 -0.600 0.474
N -0.932 -0.859 -0.770
C -0.500 -2.339 -0.919
C 0.657 -2.636 -0.010
N 1.504 -1.773 0.411
H 4.095 -0.985 0.772
H 4.400 0.701 0.680
H -0.971 3.035 -1.191
H 0.548 2.933 -0.482
H -1.544 2.861 1.160
H -0.257 1.427 1.482
H -2.746 0.867 1.592
H -2.934 1.279 -0.073
H -1.122 -1.032 1.250
H -2.684 -1.099 0.315
H -1.730 -0.745 -1.571
H -0.097 -2.521 -1.955
H -1.196 -3.108 -0.630
H 0.684 -3.606 0.382
*
```

The relative energy (zero: lowest compared OMol25 entry of this formula, charge and spin) is 86.3 kcal/mol. The SMILES is NC(=O)C1=C2OCCCC[N@@H+]2CC=N1. The calculation puts the HOMO-LUMO gap (alpha / beta) at 0.2923 / 0.2719 hartree.

***

Table of E_tot (hartree), in record order: -472.7765 -2725.2713 -6275.4648 -661.1429 -4310.9106 -665.6905